[1]
ORCA calculation (ωB97M-V/def2-TZVPD) on a structure of composition C12H29HgNO2S2 at a distorted geometry.

Output
Kohn-Sham gap ... 6.927 eV
Calculated total energy ... -1628.96641 Eh
HOMO energy ... -15.72 eV

```
! RIJCOSX wB97M-V def2-TZVPD def2/J DEFGRID3
* xyz 2 1
Hg 0.70 0.19 -0.32
S -0.68 -2.46 -0.22
S -0.90 2.63 -0.41
O -0.90 -0.08 2.56
O 1.83 0.17 1.80
N -0.51 -0.01 -2.35
C 0.12 -0.17 3.56
C -0.55 -2.49 -2.03
C 4.78 0.33 -0.11
C 4.56 0.23 -1.43
C -1.19 1.22 -2.85
C 1.41 0.52 3.11
C -2.72 2.42 -0.42
C -0.66 2.49 -2.21
C -1.15 -1.30 -2.75
C -2.18 0.35 3.06
C 2.62 -1.03 1.64
C -2.49 -2.33 -0.11
H 4.79 1.29 0.41
H -0.21 0.28 4.52
H -2.94 0.06 2.33
H 4.53 -0.74 -1.94
H -1.17 3.35 -2.67
H -2.92 -1.57 -0.77
H -2.27 1.12 -2.72
H 1.22 1.60 3.09
H -3.23 3.29 -0.84
H 2.21 0.31 3.84
H 3.52 -0.96 2.26
H 0.50 -2.61 -2.28
H 2.90 -1.08 0.58
H -2.22 -1.24 -2.61
H -2.99 2.33 0.64
H 4.38 1.12 -2.05
H -2.18 1.45 3.18
H 0.40 0.00 -2.81
H -2.94 -3.31 -0.33
H 4.95 -0.57 0.50
H -3.02 1.50 -0.93
H -0.98 1.30 -3.93
H 0.42 2.60 -2.39
H 2.01 -1.92 1.84
H -2.70 -2.07 0.94
H -1.08 -3.40 -2.34
H -2.45 -0.09 4.04
H -0.96 -1.43 -3.82
H 0.30 -1.25 3.75
*
```

Atom charges from the natural (NBO) analysis, given in e for atoms 1 to 2: atom 1 (Hg): 1.309, atom 2 (S): 0.260



[2]
ORCA calculation (ωB97M-V/def2-TZVPD) on a structure of composition C23H28N2O at a distorted geometry.

Output
Energy relative to the best compared isomer or geometry (same formula, charge and spin) ... 1984.08 kJ/mol
Kohn-Sham gap ... 8.206 eV
Calculated total energy ... -1077.23771 Eh
HOMO energy ... -7.99 eV

```
! RIJCOSX wB97M-V def2-TZVPD def2/J DEFGRID3
* xyz 0 1
O 4.91 0.39 0.17
N 1.43 1.38 -1.24
N -0.65 1.15 0.58
C -5.19 0.71 0.23
C 0.58 -1.06 -1.39
C -2.93 0.33 1.10
C 1.89 1.24 0.29
C 3.10 2.09 0.42
C 2.83 -3.46 1.24
C -5.03 -0.52 -0.16
C 1.35 0.19 -1.84
C 2.51 -2.52 -0.95
C 1.01 -2.05 0.93
C -1.68 1.17 1.68
C -3.99 -1.43 -0.05
C -4.11 1.07 1.10
C 4.17 1.86 -0.18
C -2.88 -1.06 0.41
C 1.52 -1.80 -0.64
C 0.36 2.41 -1.20
C -6.21 -1.15 -0.73
C 1.82 -2.80 1.63
C -0.90 1.72 -0.56
C 3.26 -3.38 -0.34
C -7.30 -1.58 -1.15
C 0.69 1.36 1.23
H -1.96 2.03 2.15
H -3.87 -2.36 -0.49
H 3.33 1.98 1.91
H 0.18 2.34 -2.25
H 4.02 -0.13 0.10
H 5.00 2.40 -0.06
H 0.32 -1.46 -2.41
H -6.11 1.33 0.17
H 0.20 -1.42 0.91
H 2.80 3.18 0.43
H -1.42 2.90 -0.21
H -8.16 -2.05 -1.58
H -1.26 0.36 2.41
H -1.47 1.19 -1.05
H 4.21 -3.71 -0.68
H 0.85 3.22 -0.87
H 3.56 -4.37 1.72
H 0.85 0.87 2.18
H 2.04 0.22 0.32
H -3.98 2.17 1.29
H 0.73 2.77 1.55
H 3.95 1.66 -1.31
H 1.62 -3.03 2.60
H -2.00 -1.46 0.60
H 2.43 -0.10 -2.26
H -0.24 -0.70 -0.88
H 2.74 -2.48 -2.00
H 1.05 0.39 -2.87
*
```

Atom charges from the natural (NBO) analysis, given in e for atoms 1 to 2: atom 1 (O): -0.761, atom 2 (N): -0.457



[3]
ORCA calculation (ωB97M-V/def2-TZVPD) on a cluster of 2 separate species, C8H17N2O in total at a distorted geometry.

Output
Energy relative to the best compared isomer or geometry (same formula, charge and spin) ... 819.95 kJ/mol
Kohn-Sham gap (spin up / spin down) ... 6.268 / 8.383 eV
Calculated total energy ... -499.22009 Eh
HOMO energy (spin up / spin down) ... -10.58 / -11.56 eV

```
! RIJCOSX wB97M-V def2-TZVPD def2/J DEFGRID3
* xyz 1 1
O 2.15 0.24 0.33
N -1.54 0.21 -0.37
N 2.91 -0.99 -0.14
C -0.86 1.36 0.17
C -0.49 1.34 1.54
C -0.63 0.36 2.43
C 1.73 0.96 -0.56
C 2.86 -1.98 0.83
C -1.01 -0.34 -1.66
C -3.02 0.46 -0.32
C 1.84 1.74 -1.57
H 2.55 -1.39 1.73
H -1.66 -1.17 -2.05
H 2.17 -2.72 0.69
H -3.22 0.83 -1.32
H 2.81 2.01 -2.00
H -0.53 2.25 -0.45
H -0.26 0.53 3.36
H -3.69 -0.45 -0.04
H -3.27 1.24 0.44
H -0.99 -0.72 2.20
H -1.45 -0.53 0.35
H 3.84 -2.44 1.11
H -0.09 2.23 1.86
H 0.95 2.04 -2.09
H 3.81 -0.85 -0.51
H -0.03 -0.89 -1.51
H -0.89 0.45 -2.38
*
```

Atom charges from the natural (NBO) analysis, given in e for atoms 1 to 2: atom 1 (O): -0.361, atom 2 (N): -0.405



[4]
ORCA calculation (ωB97M-V/def2-TZVPD) on a cluster of 2 separate species, C4H9O3 in total at a distorted geometry.

Output
Energy relative to the best compared isomer or geometry (same formula, charge and spin) ... 143.73 kJ/mol
Kohn-Sham gap ... 7.274 eV
Calculated total energy ... -383.55179 Eh
HOMO energy ... -3.80 eV

```
! RIJCOSX wB97M-V def2-TZVPD def2/J DEFGRID3
* xyz -1 1
O 0.97 2.11 -2.40
O -0.84 1.72 -1.11
O -2.04 -3.06 0.21
C 0.70 0.85 1.05
C 1.13 2.02 0.15
C -0.86 -2.48 -0.32
C 0.37 1.92 -1.34
H -2.39 -2.45 0.84
H 0.96 -0.12 0.63
H 2.22 1.99 0.14
H 1.10 0.90 2.07
H -0.40 0.95 1.04
H -0.55 -3.17 -1.11
H 0.55 2.90 0.43
H -0.89 -1.46 -0.69
H -0.04 -2.62 0.40
*
```

Atom charges from the natural (NBO) analysis, given in e for atoms 1 to 2: atom 1 (O): -0.766, atom 2 (O): -0.815



[5]
ORCA calculation (ωB97M-V/def2-TZVPD) on the molecule C4H8N2O2 at a distorted geometry.

Output
SMILES ... O=NCCN/C=C\O
Energy relative to the best compared isomer or geometry (same formula, charge and spin) ... 591.45 kJ/mol
Kohn-Sham gap ... 7.764 eV
Calculated total energy ... -417.03068 Eh
HOMO energy ... -7.64 eV

```
! RIJCOSX wB97M-V def2-TZVPD def2/J DEFGRID3
* xyz 0 1
O -1.29 1.35 -1.05
O 2.22 1.17 0.58
N 1.54 0.76 -0.34
N -0.67 -0.98 0.59
C -0.06 -1.04 -0.72
C -1.30 1.30 0.35
C 1.42 -0.72 -0.37
C -1.02 0.20 1.09
H 1.73 -1.29 0.51
H -1.62 2.27 0.66
H -0.70 -0.28 -1.22
H -0.42 -1.53 1.39
H -0.06 -2.13 -0.99
H -0.62 1.82 -1.48
H 2.05 -1.02 -1.10
H -1.21 0.12 2.10
*
```

Atom charges from the natural (NBO) analysis, given in e for atoms 1 to 2: atom 1 (O): -0.740, atom 2 (O): -0.288



[6]
ORCA calculation (ωB97M-V/def2-TZVPD) on a structure of composition C12H24CsO6S3 at a distorted geometry.

Output
Energy relative to the best compared isomer or geometry (same formula, charge and spin) ... 8.55 kJ/mol
Kohn-Sham gap ... 10.365 eV
Calculated total energy ... -2137.57079 Eh
HOMO energy ... -13.01 eV

```
! RIJCOSX wB97M-V def2-TZVPD def2/J DEFGRID3
* xyz 1 1
Cs -6.47 0.46 29.41
S -9.57 -0.85 27.35
S -3.61 -1.75 27.01
S -2.61 1.86 30.56
O -10.41 0.17 27.94
O -3.09 -3.04 27.40
O -4.22 -0.86 27.99
O -3.95 1.29 30.47
O -8.29 -1.18 27.99
O -1.46 1.06 30.91
C -9.21 -0.39 25.64
C -10.60 -2.38 25.47
C -2.05 4.44 30.99
C -10.46 -2.35 27.00
C -2.31 2.79 29.07
C -4.76 -1.96 25.59
C -2.60 -0.97 24.62
C -2.62 3.26 31.74
C -4.15 -1.19 24.40
C -2.33 4.29 29.45
C -2.26 -0.86 26.09
C -9.42 -1.68 24.85
H -5.65 -1.47 25.97
H -8.30 0.20 25.63
H -9.58 -1.35 23.82
H -2.52 5.37 31.31
H -8.57 -2.36 24.82
H -4.95 -3.01 25.42
H -2.17 0.15 26.46
H -1.67 4.85 28.80
H -3.31 4.73 29.24
H -4.59 -0.19 24.37
H -10.77 -3.41 25.14
H -0.98 4.55 31.16
H -9.94 -3.21 27.42
H -3.06 2.41 28.38
H -11.55 -1.92 25.18
H -1.30 2.50 28.79
H -3.64 3.43 32.10
H -11.46 -2.32 27.43
H -1.39 -1.47 26.34
H -4.43 -1.70 23.48
H -2.23 -1.91 24.20
H -2.37 -0.14 23.96
H -9.98 0.34 25.37
H -2.00 2.97 32.58
*
```

Atom charges from the Löwdin analysis, given in e for atoms 1 to 2: atom 1 (Cs): 1.192, atom 2 (S): 0.674



For reference, M by record: 484.1; 348.5; 157.2; 105.1; 116.1; 493.4 g mol⁻¹.